The following is a DFT calculation (ωB97M-V/def2-TZVPD) of a cluster of 10 separate species, H20O10 in total in a non-equilibrium geometry.

The frontier orbital gap is 8.863 eV. Its relative energy (zero: lowest compared OMol25 entry of this formula, charge and spin) is 168.71 kcal/mol. As for the HOMO energy: -9.168 eV. Its SMILES is O.O.O.O.O.O.O.O.O.O.

Last column: natural (NBO) charge in e.
Atoms and positions in Å:
O 0.25 0.25 -0.95  -0.955
H 0.81 -0.41 -0.54  0.465
H -0.72 -0.02 -1.01  0.492
O 0.25 -3.29 -1.05  -0.922
H 1.18 -3.05 -1.23  0.463
H 0.03 -2.84 -0.26  0.460
O 3.50 0.85 2.29  -0.932
H 4.28 1.09 1.76  0.472
H 2.99 1.75 2.27  0.461
O 1.14 3.43 0.05  -0.919
H 0.86 4.04 0.77  0.463
H 1.79 2.88 0.50  0.456
O -3.22 -2.52 1.67  -0.919
H -2.99 -3.27 2.13  0.451
H -2.70 -1.90 2.25  0.463
O -3.37 0.99 -1.04  -0.893
H -3.68 1.24 -1.99  0.452
H -2.89 0.22 -1.33  0.440
O -3.58 -0.96 0.26  -0.912
H -2.63 -1.06 0.52  0.446
H -3.86 -1.81 -0.09  0.476
O 4.20 -2.05 -0.68  -0.954
H 4.55 -2.75 -1.31  0.489
H 3.30 -2.17 -0.47  0.465
O 2.63 0.77 -1.14  -0.946
H 1.89 0.87 -0.53  0.469
H 3.41 0.42 -0.63  0.471
O -2.75 2.92 -0.37  -0.903
H -1.84 2.83 -0.25  0.459
H -2.87 3.53 0.41  0.441



The following is a DFT calculation (ωB97M-V/def2-TZVPD) of a cluster of 10 separate species, H20O10 in total in a non-equilibrium geometry.

The frontier orbital gap is 10.462 eV. Its relative energy (zero: lowest compared OMol25 entry of this formula, charge and spin) is 121.21 kcal/mol. As for the HOMO energy: -10.624 eV. Its SMILES is O.O.O.O.O.O.O.O.O.O.

Last column: natural (NBO) charge in e.
Atoms and positions in Å:
O 1.21 0.33 0.45  -0.925
H 0.60 -0.31 0.49  0.468
H 0.92 0.87 1.19  0.458
O 2.70 -2.55 0.57  -0.953
H 3.02 -2.21 -0.25  0.478
H 3.11 -2.09 1.35  0.475
O 0.09 4.24 -2.69  -0.924
H 0.44 4.07 -3.58  0.458
H -0.09 3.40 -2.35  0.463
O 1.23 -1.40 -4.21  -0.949
H 0.91 -0.52 -4.18  0.471
H 1.43 -1.76 -3.34  0.479
O -1.22 2.36 -0.56  -0.916
H -0.32 2.11 -0.54  0.469
H -1.50 1.72 -1.31  0.448
O 1.85 -1.92 4.23  -0.934
H 2.02 -2.03 3.34  0.463
H 0.91 -1.88 4.37  0.471
O 1.94 3.46 0.41  -0.914
H 1.68 3.02 1.15  0.447
H 2.70 3.94 0.74  0.468
O -2.78 -1.76 0.56  -0.921
H -3.35 -1.97 -0.18  0.470
H -2.91 -2.40 1.17  0.448
O -2.38 -1.34 -1.80  -0.934
H -2.03 -0.51 -2.17  0.464
H -2.57 -1.86 -2.63  0.472
O -2.49 -0.92 2.85  -0.912
H -2.01 -0.57 3.57  0.455
H -3.10 -1.50 3.34  0.459



The following is a DFT calculation (ωB97M-V/def2-TZVPD) of a cluster of 10 separate species, H20O10 in total in a non-equilibrium geometry.

The frontier orbital gap is 9.713 eV. Its relative energy (zero: lowest compared OMol25 entry of this formula, charge and spin) is 121.48 kcal/mol. As for the HOMO energy: -10.284 eV. Its SMILES is O.O.O.O.O.O.O.O.O.O.

Last column: natural (NBO) charge in e.
Atoms and positions in Å:
O 18.06 34.16 1.69  -0.998
H 18.49 34.94 1.15  0.478
H 17.06 34.16 1.64  0.502
O 13.58 33.79 3.40  -0.933
H 13.45 33.91 4.37  0.501
H 12.71 33.65 3.11  0.482
O 15.95 31.93 0.03  -0.951
H 15.95 32.55 0.67  0.466
H 15.10 32.07 -0.54  0.455
O 13.46 31.11 3.75  -0.967
H 14.32 30.97 3.39  0.475
H 13.32 32.16 3.76  0.454
O 12.23 33.19 0.10  -0.930
H 11.88 33.52 0.92  0.444
H 12.73 33.97 -0.16  0.478
O 15.41 33.84 1.29  -0.994
H 15.16 34.78 0.97  0.518
H 14.66 33.45 1.82  0.517
O 13.57 35.76 0.34  -0.988
H 12.72 36.22 0.12  0.494
H 14.24 35.92 -0.24  0.484
O 15.69 36.02 -1.23  -0.915
H 15.94 35.36 -1.82  0.483
H 15.15 36.45 -1.80  0.461
O 15.32 36.05 3.49  -0.937
H 14.50 35.61 3.55  0.469
H 15.51 36.25 4.48  0.476
O 17.06 33.92 4.24  -0.957
H 17.58 34.17 3.54  0.480
H 16.30 34.41 4.00  0.453



The following is a DFT calculation (ωB97M-V/def2-TZVPD) of a structure of composition H22Li4O15S in a non-equilibrium geometry.

The multiplicity is 2. The frontier orbital gap (spin up / spin down) is 6.405 / 3.162 eV. As for the HOMO energy (spin up / spin down): -19.404 / -19.403 eV. The net charge is +3.

Last column: Mulliken spin population.
Atoms and positions in Å:
Li -9.34 -19.57 -8.64  0.000
Li -8.77 -16.25 -9.03  0.000
Li -7.87 -18.69 -11.16  0.000
Li -3.91 -19.58 -7.68  -0.001
S -6.74 -18.42 -8.35  0.005
O -6.70 -18.72 -9.75  0.001
O -5.48 -18.69 -7.70  -0.004
O -7.13 -17.03 -8.27  0.000
O -7.73 -19.24 -7.71  -0.009
O -4.55 -17.55 -10.58  0.000
H -5.35 -17.90 -10.19  0.000
H -3.97 -18.31 -10.64  0.000
O -6.50 -19.26 -12.59  0.000
H -5.67 -18.78 -12.63  0.000
H -6.54 -19.74 -13.41  0.000
O -4.53 -21.02 -6.35  0.004
H -4.70 -21.26 -5.43  0.000
H -4.20 -21.83 -6.75  -0.001
O -4.65 -20.66 -9.56  0.000
H -5.43 -20.10 -9.47  0.000
H -4.81 -21.16 -10.36  0.000
O -7.98 -16.47 -5.77  0.000
H -8.11 -15.53 -5.85  0.000
H -7.58 -16.74 -6.60  -0.001
O -9.97 -18.34 -5.76  0.016
H -9.37 -17.60 -5.79  0.000
H -10.38 -18.35 -6.63  -0.001
O -7.84 -20.11 -5.28  0.791
H -8.70 -19.94 -4.90  -0.017
H -7.91 -19.78 -6.18  -0.021
O -6.43 -14.37 -10.49  0.000
H -6.15 -14.67 -9.62  0.000
H -6.95 -15.10 -10.84  0.000
O -7.51 -22.17 -7.89  0.048
H -7.24 -21.25 -7.81  0.008
H -8.46 -22.14 -7.98  -0.004
O -4.11 -17.99 -5.54  0.195
H -4.73 -18.11 -6.26  -0.006
H -4.66 -17.69 -4.81  -0.005
O -5.76 -14.96 -7.51  0.002
H -6.06 -15.79 -7.90  0.000
H -4.82 -15.10 -7.37  0.000



The following is a DFT calculation (ωB97M-V/def2-TZVPD) of a cluster of 12 separate species, H22NO14 in total in a non-equilibrium geometry.

The frontier orbital gap is 9.661 eV. Its relative energy (zero: lowest compared OMol25 entry of this formula, charge and spin) is 103.14 kcal/mol. As for the HOMO energy: -6.940 eV. The net charge is -1.

Last column: natural (NBO) charge in e.
Atoms and positions in Å:
N 41.51 11.54 8.12  0.727
O 42.66 12.13 8.25  -0.547
O 41.35 10.49 8.72  -0.527
O 40.61 11.95 7.36  -0.550
O 37.94 12.08 6.94  -1.010
H 38.89 12.05 7.02  0.509
H 37.42 12.78 6.41  0.482
O 41.37 14.76 6.95  -0.917
H 41.32 14.43 6.03  0.448
H 41.47 14.02 7.38  0.466
O 38.80 11.41 10.95  -0.964
H 38.66 12.28 10.58  0.479
H 38.92 10.83 10.22  0.486
O 43.65 9.96 6.93  -0.989
H 43.29 9.37 7.66  0.474
H 43.27 10.86 7.20  0.472
O 40.60 14.40 10.09  -0.945
H 40.14 14.44 10.84  0.442
H 41.02 13.44 10.20  0.487
O 42.76 7.80 8.55  -0.910
H 42.47 7.97 9.34  0.454
H 41.95 8.04 8.01  0.477
O 44.34 13.83 6.77  -0.964
H 44.00 14.47 6.21  0.482
H 45.35 13.62 6.75  0.486
O 41.54 12.00 11.51  -0.937
H 41.93 11.33 10.81  0.475
H 40.85 11.46 11.68  0.471
O 43.64 13.74 9.92  -0.978
H 44.02 14.16 9.17  0.467
H 43.08 13.02 9.51  0.477
O 41.24 10.76 4.99  -0.919
H 40.97 11.03 5.79  0.460
H 40.40 10.97 4.42  0.447
O 38.49 9.21 8.75  -0.991
H 39.41 9.56 8.57  0.503
H 38.37 8.25 8.59  0.478



The following is a DFT calculation (ωB97M-V/def2-TZVPD) of a structure of composition H22NeO11 in a non-equilibrium geometry.

The frontier orbital gap is 9.320 eV. Its relative energy (zero: lowest compared OMol25 entry of this formula, charge and spin) is 29.19 kcal/mol. As for the HOMO energy: -9.837 eV.

Last column: natural (NBO) charge in e.
Atoms and positions in Å:
Ne -0.32 -0.06 -0.13  0.000
O 1.91 -1.33 -1.80  -0.996
H 2.41 -0.57 -1.52  0.497
H 1.98 -1.95 -1.08  0.494
O 0.66 -0.59 3.56  -0.954
H 0.47 -0.93 4.43  0.482
H 1.55 -0.26 3.61  0.479
O -0.80 1.98 3.06  -0.945
H -0.56 1.06 3.14  0.483
H -0.24 2.43 3.69  0.459
O -0.32 2.50 -2.29  -0.970
H -0.35 1.56 -2.47  0.491
H 0.38 2.60 -1.64  0.460
O 0.05 -0.21 -3.25  -1.001
H 0.55 -0.78 -2.66  0.499
H -0.85 -0.52 -3.18  0.472
O 2.98 0.94 -0.75  -0.971
H 2.28 1.30 -0.21  0.492
H 3.18 1.63 -1.38  0.477
O 1.75 -2.76 0.64  -0.963
H 0.84 -3.06 0.66  0.496
H 1.93 -2.49 1.55  0.471
O -1.23 -2.73 0.99  -0.949
H -1.26 -1.79 0.83  0.486
H -1.19 -2.81 1.94  0.470
O -2.43 -1.22 -2.72  -0.934
H -2.93 -1.64 -2.03  0.483
H -2.82 -0.35 -2.81  0.468
O -3.38 0.98 -0.16  -0.920
H -3.58 0.60 -1.02  0.453
H -4.20 0.90 0.33  0.467
O 1.04 2.37 0.56  -0.940
H 1.02 1.95 1.42  0.486
H 1.48 3.21 0.71  0.478